Entry from the OMol25 dataset: a molecular structure, C27H33FeN4S (the ωB97M-V functional and the def2-TZVPD basis).

The largest force on an atom is 0.83 eV Å⁻¹. Its net charge is -1. Its expectation value of S² is 6.0453. As for the HOMO-LUMO gap (spin up / spin down): 0.1845 / 0.2196 Eh. The value obtained for the highest occupied orbital energy (spin up / spin down) is -2.171 / -3.130 eV. The energy relative to the best compared isomer or geometry (same formula, charge and spin) comes out at 15.1 kcal per mole. The spin multiplicity is 5.

XYZ file:
```
66
C27H33FeN4S | the OMol25 dataset | the ωB97M-V functional and the def2-TZVPD basis
Fe -0.58021 -0.61678 -1.27541
N 2.13648 2.27223 0.76063
C 1.48126 0.97676 0.64879
S 1.59761 -0.43240 -1.88986
N 0.81155 0.54604 1.89781
N -1.05796 -0.94346 1.03989
C -1.04523 -2.36163 1.27315
C -1.17673 -3.18069 0.20759
C -1.23125 -4.63131 0.31456
C -1.41434 -5.39542 -0.78133
C -1.54894 -4.79428 -2.07666
C -1.45263 -3.43544 -2.13242
N -1.27605 -2.61850 -1.07187
H 1.55123 2.97165 0.32594
H 2.24606 2.52160 1.73739
H -0.93458 -2.72545 2.28872
H -1.12170 -5.07481 1.29792
H -1.44887 -6.47488 -0.68280
H -1.69209 -5.37872 -2.97475
H -1.50055 -2.93744 -3.10122
C -3.71847 2.22482 0.54331
C -2.72071 2.91884 -0.38043
C -1.48368 3.36282 0.40711
C -2.32006 2.07609 -1.57725
C -2.59172 0.70201 -1.64720
C -2.26334 -0.03045 -2.79277
C -1.57860 0.57637 -3.86391
C -1.13211 -0.23550 -5.04782
C -1.28065 1.91444 -3.76073
C -1.66782 2.65975 -2.64378
H -4.04297 2.91324 1.32708
H -3.25863 1.36223 1.03744
H -4.60576 1.87702 0.00612
H -3.20307 3.81745 -0.77501
H -0.93745 2.49465 0.77898
H -1.77053 3.99259 1.25519
H -0.80140 3.93142 -0.22845
H -3.23264 0.24477 -0.90534
H -2.64161 -1.04051 -2.90061
H -1.41320 0.24186 -5.98880
H -1.56318 -1.23815 -5.02678
H -0.04399 -0.34428 -5.02840
H -0.73308 2.39786 -4.56375
H -1.44055 3.72078 -2.60751
C 2.09043 -1.56820 1.12823
C 2.06001 -0.10729 1.53286
C -0.47581 -0.08608 2.08023
C 0.91129 0.78463 -0.73276
C 3.24383 0.24789 2.40834
C 4.53636 0.11817 1.90419
C 5.64338 0.42833 2.68477
C 5.47678 0.87037 3.99158
C 4.19342 1.00555 4.50233
C 3.08699 0.70129 3.71132
H 1.22354 -1.85823 0.54837
H 2.13354 -2.18912 2.03151
H 2.96954 -1.77871 0.51910
H -2.00954 -0.63744 0.87044
H -1.18570 0.72298 2.25412
H -0.41623 -0.66123 3.00808
H 0.84116 1.75496 -1.22060
H 4.67003 -0.20781 0.87690
H 6.64107 0.33348 2.26779
H 6.33899 1.11431 4.60167
H 4.04930 1.35555 5.51880
H 2.07972 0.82940 4.08994
```

Atomic partial charges in e from the Mulliken method, atoms 1 to 8: number 1, Fe, carries 0.011; number 2, N, carries -0.763; number 3, C, carries 1.392; number 4, S, carries -0.704; number 5, N, carries -0.083; number 6, N, carries 0.556; number 7, C, carries -1.322; number 8, C, carries 1.286

---

Entry from the OMol25 dataset: C7H9IS in the gas phase (the ωB97M-V functional and the def2-TZVPD basis).

The largest force on an atom is 4.20 eV Å⁻¹. Its net charge is 0. As for the HOMO-LUMO gap: 0.3429 Eh. The value obtained for the highest occupied orbital energy is -8.891 eV. The energy relative to the best compared isomer or geometry (same formula, charge and spin) comes out at 16.1 kcal per mole. The spin multiplicity is 1.

XYZ file:
```
18
C7H9IS | the OMol25 dataset | the ωB97M-V functional and the def2-TZVPD basis
C 0.08201 2.66830 0.80685
C -0.55284 1.37366 0.85704
C 0.83464 2.83198 -0.29908
C -0.48782 0.70203 -0.27969
C 1.09957 -2.00950 -0.19314
C -0.36798 -1.93867 0.29534
C -0.92290 -0.81275 -0.57153
S 0.59660 1.55369 -1.47981
I -3.11673 -0.89899 -0.54740
H -0.08013 3.38084 1.69974
H -1.11244 1.15746 1.65931
H 1.58419 3.59973 -0.60709
H 1.31761 -2.90386 -0.84027
H 1.89170 -2.07958 0.58554
H 1.28447 -1.06079 -0.84522
H -0.50432 -1.58325 1.32573
H -1.01311 -2.83933 0.03511
H -0.53252 -1.14097 -1.60146
```

Atomic partial charges in e from the Mulliken method, atoms 1 to 8: number 1, C, carries -0.461; number 2, C, carries -0.346; number 3, C, carries -0.344; number 4, C, carries 0.102; number 5, C, carries -0.864; number 6, C, carries -0.204; number 7, C, carries -0.949; number 8, S, carries -0.099

---

Entry from the OMol25 dataset: C3H3ClS2 in the gas phase (the ωB97M-V functional and the def2-TZVPD basis).

The largest force on an atom is 1.28 eV Å⁻¹. Its net charge is 0. As for the HOMO-LUMO gap: 0.3054 Eh. The value obtained for the highest occupied orbital energy is -8.951 eV. The energy relative to the best compared isomer or geometry (same formula, charge and spin) comes out at 9.3 kcal per mole. The spin multiplicity is 1.

XYZ file:
```
9
C3H3ClS2 | the OMol25 dataset | the ωB97M-V functional and the def2-TZVPD basis
C 1.79484 0.05223 0.75710
C 0.50715 -0.18849 0.52671
C -2.00367 -0.29081 -0.48919
H 2.30047 -0.26017 1.65967
H -0.07777 -0.80517 1.23133
H -2.65303 -0.04215 -1.32607
S -0.46146 0.44233 -0.79739
S -2.51956 -1.18921 0.78961
Cl 2.72569 0.91882 -0.36518
```

Atomic partial charges in e from the Mulliken method, atoms 1 to 8: number 1, C, carries -0.146; number 2, C, carries -0.197; number 3, C, carries -0.148; number 4, H, carries 0.354; number 5, H, carries 0.235; number 6, H, carries 0.321; number 7, S, carries 0.036; number 8, S, carries -0.273

---

These records have electronic energy values of -2929.548836, -967.952662, -1372.635848 Eh, in the order they appear.